1.
A molecular structure, C18H28CoN3O9. Source: the Open Molecules 2025 dataset; level of theory: the ωB97M-V functional and the def2-TZVPD basis.

```
59
Properties=species:S:1:pos:R:3
Co -0.68 -0.70 -1.00
C 3.54 0.42 0.72
O 2.56 1.27 0.17
C 2.60 1.34 -1.24
C 1.23 1.66 -1.80
O 0.53 0.48 -2.18
C 0.38 0.22 -3.57
C 0.61 -1.24 -3.83
O -0.44 -1.96 -3.23
C -0.18 -3.35 -3.17
H 4.55 0.81 0.54
H 3.45 -0.59 0.29
H 3.35 0.38 1.79
H 2.93 0.38 -1.66
H 3.31 2.13 -1.54
H 1.32 2.30 -2.68
H 0.63 2.17 -1.04
H 1.10 0.81 -4.14
H -0.64 0.51 -3.87
H 1.57 -1.54 -3.39
H 0.63 -1.43 -4.92
H -0.14 -3.78 -4.17
H -1.00 -3.80 -2.61
H 0.77 -3.54 -2.65
C -1.36 -3.89 1.68
C -0.87 -2.93 0.64
N -1.60 -1.98 0.16
O -2.86 -1.83 0.71
C 0.49 -2.99 0.14
C 1.40 -4.15 0.38
N 0.86 -1.94 -0.56
O 2.04 -1.91 -1.08
H -2.20 -3.46 2.21
H -0.55 -4.13 2.37
H -1.69 -4.82 1.21
H -2.86 -0.86 0.95
H 0.85 -5.09 0.38
H 1.92 -4.08 1.35
H 2.16 -4.16 -0.39
C -2.29 0.21 -1.71
H -3.12 0.25 -1.00
H -2.65 -0.30 -2.61
H -2.05 1.25 -1.99
O -2.50 0.63 1.61
C -1.36 1.12 1.40
O -0.46 0.71 0.64
C -1.02 2.39 2.17
C 0.26 2.93 2.09
C 0.59 4.08 2.78
C -0.35 4.72 3.57
C -1.62 4.16 3.65
C -1.97 3.01 2.97
N -2.63 4.83 4.49
O -3.73 4.33 4.57
O -2.30 5.84 5.08
H 0.99 2.41 1.47
H 1.59 4.49 2.71
H -0.13 5.62 4.13
H -2.97 2.59 3.04
```

Properties
Total charge = -1
HOMO energy (alpha / beta) = -4.45 / -4.39 eV
Spin multiplicity = 2

Atom charges from the Löwdin analysis, given in e for atoms 1 to 4:
1. Co 0.457
2. C -0.104
3. O -0.201
4. C -0.195

2.
A molecular structure, C12H25O13Tl. Source: the Open Molecules 2025 dataset; level of theory: the ωB97M-V functional and the def2-TZVPD basis.

```
51
Properties=species:S:1:pos:R:3
Tl 1.86 0.47 1.52
O -0.08 0.17 0.81
H -0.78 0.13 0.12
C -0.81 -2.56 0.97
O -0.13 -3.16 2.11
C 0.91 -2.51 2.58
O 1.21 -1.39 2.20
O 1.21 -3.03 3.75
C 2.36 -2.55 4.50
H -0.29 -1.72 0.50
H -1.73 -2.08 1.28
H -1.07 -3.29 0.20
H 2.00 -1.78 5.19
H 3.15 -2.16 3.85
H 2.85 -3.29 5.13
C -1.90 1.89 1.33
O -1.35 3.19 1.47
C -0.02 3.34 1.55
O 0.77 2.34 1.43
O 0.22 4.65 1.63
C 1.54 5.16 1.42
H -1.24 1.13 1.76
H -1.95 1.62 0.27
H -2.92 1.70 1.64
H 2.28 4.39 1.21
H 1.89 5.59 2.35
H 1.66 5.90 0.62
C 3.11 -0.97 -2.93
O 2.04 -0.06 -2.90
C 1.60 0.38 -1.72
O 2.03 0.17 -0.57
O 0.64 1.39 -2.02
C -0.05 2.08 -0.94
H 3.18 -1.59 -3.82
H 3.06 -1.58 -2.03
H 4.06 -0.45 -2.75
H -0.77 1.33 -0.63
H -0.48 3.06 -1.17
H 0.47 2.28 0.00
C -1.68 0.28 -1.11
O -2.49 -0.33 -2.14
C -2.27 -1.54 -2.58
O -1.35 -2.23 -2.16
O -3.27 -1.90 -3.36
C -3.27 -3.21 -3.98
H -2.06 -0.03 -0.13
H -1.66 1.37 -1.21
H -0.62 0.03 -1.12
H -4.23 -3.49 -4.40
H -3.29 -3.95 -3.18
H -2.34 -3.23 -4.56
```

Properties
Total charge = +2
HOMO energy = -15.75 eV
Spin multiplicity = 1

Atom charges from the Löwdin analysis, given in e for atoms 1 to 4:
1. Tl 1.437
2. O -0.387
3. H -0.065
4. C 0.032

3.
A molecular structure, C24H23N9O2PZr. Source: the Open Molecules 2025 dataset; level of theory: the ωB97M-V functional and the def2-TZVPD basis.

```
60
Properties=species:S:1:pos:R:3
Zr 0.65 0.51 0.09
O -1.94 2.56 2.37
C -1.46 2.33 1.29
N -0.12 2.42 0.94
C 0.82 1.99 1.78
O 1.95 1.75 1.27
C 0.34 1.08 2.89
C 0.16 1.29 4.24
C -0.43 0.27 4.97
C -0.78 -0.91 4.33
C -0.53 -1.05 2.98
N 0.01 -0.07 2.24
C -2.21 1.81 0.10
C -3.48 2.28 -0.23
C -4.08 1.78 -1.38
C -3.41 0.82 -2.12
C -2.15 0.39 -1.71
N -1.54 0.88 -0.62
H 0.43 2.23 4.69
H -0.62 0.41 6.03
H -1.25 -1.72 4.88
H -0.77 -1.97 2.45
H -3.95 3.02 0.39
H -5.06 2.14 -1.68
H -3.85 0.41 -3.02
H -1.61 -0.36 -2.28
C 5.88 -0.63 -0.91
N 4.67 -0.69 -0.14
C 4.61 -0.73 1.22
C 3.28 -0.68 1.55
N 2.53 -0.62 0.41
C 3.41 -0.61 -0.61
P 2.94 -0.85 -2.38
C 1.38 -1.75 -1.91
N 0.44 -1.34 -1.04
C -0.40 -2.41 -0.85
C 0.04 -3.45 -1.62
N 1.15 -3.03 -2.27
C 1.94 -3.82 -3.18
C 2.18 0.82 -2.62
N 1.30 1.37 -1.77
C 1.01 2.61 -2.27
C 1.73 2.80 -3.42
N 2.45 1.67 -3.63
C 3.35 1.49 -4.74
H 6.73 -0.96 -0.31
H 6.07 0.39 -1.23
H 5.80 -1.26 -1.79
H 5.48 -0.80 1.84
H 2.83 -0.70 2.53
H -1.27 -2.35 -0.22
H -0.35 -4.44 -1.73
H 1.38 -4.71 -3.47
H 2.87 -4.13 -2.70
H 2.18 -3.25 -4.07
H 0.32 3.29 -1.79
H 1.77 3.64 -4.09
H 2.85 1.77 -5.67
H 3.69 0.46 -4.80
H 4.22 2.15 -4.63
```

Properties
Total charge = +3
HOMO energy = -17.64 eV
Spin multiplicity = 1

Atom charges from the Löwdin analysis, given in e for atoms 1 to 4:
1. Zr 1.879
2. O 0.203
3. C -0.412
4. N 0.087